1.
Computed, not measured: a molecular structure, C5H11N3O in a non-equilibrium geometry, with ωB97M-V/def2-TZVPD.

XYZ file:
```
20
Properties=species:S:1:pos:R:3:forces:R:3
C 1.2887 0.3068 -0.9567 0.09 0.05 -0.09
C -1.3151 0.0172 -0.8642 -0.39 2.04 0.80
C -0.2608 0.4628 2.2253 -0.51 -0.96 0.10
N 0.7434 0.1818 1.2051 0.51 -0.17 1.05
C 0.2433 1.2293 -0.3907 -1.72 0.12 -2.97
C 0.8358 -0.7331 0.0370 1.83 -1.28 0.97
N -1.3343 -0.6277 -2.1441 0.76 0.03 0.34
N 0.9233 -2.0048 -0.0148 -0.24 1.46 0.02
O 0.0769 2.4244 -0.3942 0.19 -1.35 0.58
H 1.6323 0.0788 1.7148 -0.17 0.31 -0.64
H 0.7228 -2.4400 0.8851 -0.23 0.06 -0.04
H -1.0402 -0.0144 -2.8961 -0.10 -0.04 0.06
H -0.7503 -1.4612 -2.1531 -0.10 0.11 -0.03
H 1.1584 0.0309 -2.0033 -0.08 0.17 0.06
H 2.3051 0.6969 -0.7905 -0.07 -0.44 0.07
H -1.6982 -0.6588 -0.0990 0.41 -0.05 0.09
H -2.0053 0.8636 -0.8741 -0.02 0.00 -0.12
H -0.5486 -0.4456 2.7587 -0.24 0.03 0.12
H -1.1398 0.9378 1.8005 -0.04 -0.05 -0.16
H 0.1626 1.1553 2.9543 0.12 -0.04 -0.19
```
Positions in Å, forces in eV/Å.

The maximum force is 3.44 eV Å⁻¹. The value obtained for the HOMO energy is -7.672 eV. The LUMO energy comes out at 0.5644 eV.

Atomic partial charges in e from the Löwdin method, atoms 1 to 6: atom 1 (C): -0.08, atom 2 (C): -0.18, atom 3 (C): -0.07, atom 4 (N): -0.06, atom 5 (C): -0.38, atom 6 (C): -0.45

---

2.
Computed, not measured: a molecular structure, C5H11N3O, with ωB97M-V/def2-TZVPD.

XYZ file:
```
20
Properties=species:S:1:pos:R:3:forces:R:3
C -0.9264 -0.2791 1.0508 0.06 0.05 0.03
C -0.1023 -1.2026 1.9511 -0.03 0.08 -0.10
N 0.8401 -0.3031 -0.7641 0.13 0.28 -0.02
C 1.4463 1.1552 -1.0593 -0.14 -0.22 0.06
C -0.5574 -0.4150 -0.4204 -0.12 0.07 -0.07
N 1.7918 0.8816 -2.3021 0.00 0.04 0.04
N -0.8311 1.0946 1.5557 -0.01 -0.15 -0.05
C -1.4508 -0.5665 -1.3935 0.15 0.03 0.18
O 1.4862 2.0495 -0.2544 -0.02 -0.26 -0.18
H 1.4335 -0.7713 -0.0833 -0.05 0.03 -0.01
H -1.9737 -0.5815 1.1318 0.02 0.01 -0.03
H 1.2723 -0.2947 -1.9762 -0.01 0.12 0.09
H 2.2575 1.5919 -2.8539 -0.05 -0.06 0.09
H 0.1075 1.4637 1.4255 -0.01 -0.04 -0.04
H -1.4416 1.7047 1.0226 0.03 -0.05 0.01
H 0.9402 -0.8752 2.0105 -0.03 0.01 -0.01
H -0.1248 -2.2350 1.5950 -0.01 0.03 0.00
H -0.5009 -1.1690 2.9645 0.00 0.01 -0.05
H -1.1590 -0.6282 -2.4340 0.04 0.00 0.02
H -2.5073 -0.6200 -1.1663 0.03 0.00 0.04
```
Positions in Å, forces in eV/Å.

The maximum force is 0.31 eV Å⁻¹. The value obtained for the HOMO energy is -9.030 eV. The LUMO energy comes out at 0.8350 eV.

Atomic partial charges in e from the Löwdin method, atoms 1 to 6: atom 1 (C): -0.41, atom 2 (C): -0.06, atom 3 (N): 0.05, atom 4 (C): -0.56, atom 5 (C): -0.30, atom 6 (N): 0.08

---

3.
Computed, not measured: a molecular structure, C5H11N3O, with ωB97M-V/def2-TZVPD.

XYZ file:
```
20
Properties=species:S:1:pos:R:3:forces:R:3
C -1.7830 -0.1149 -0.6504 0.16 -0.14 0.05
C -0.7913 -1.1683 1.2953 0.00 -0.01 -0.18
C 1.6369 0.8352 0.8989 -0.30 -0.02 0.00
N -0.5421 -0.5414 -0.0057 0.28 0.21 -0.02
C 0.3897 -1.3778 -0.9333 0.01 0.34 0.32
C 0.9355 0.5989 -0.4199 0.13 0.06 -0.36
N 0.5973 1.7499 -1.0862 -0.01 -0.24 0.23
N 1.3069 -0.4726 -1.2334 -0.09 -0.13 0.00
O 0.1781 -2.5422 -1.1725 -0.10 0.21 0.00
H 0.7803 2.6483 -0.6719 -0.05 -0.07 0.11
H 0.6553 1.7130 -2.0910 -0.06 -0.14 0.02
H -2.3998 -0.9880 -0.8730 -0.04 0.02 -0.03
H -2.3310 0.5623 0.0094 0.05 -0.05 -0.01
H -1.5465 0.4058 -1.5751 -0.03 -0.01 -0.02
H -1.4717 -2.0143 1.1766 -0.01 -0.01 -0.01
H -1.2369 -0.4456 1.9823 0.05 0.00 -0.04
H 0.1415 -1.5514 1.7033 -0.01 0.05 0.03
H 1.7990 -0.0989 1.4277 0.00 0.00 -0.02
H 1.0721 1.5216 1.5350 0.03 -0.03 -0.03
H 2.6098 1.2805 0.6838 -0.01 -0.05 -0.03
```
Positions in Å, forces in eV/Å.

The maximum force is 0.47 eV Å⁻¹. The value obtained for the HOMO energy is -8.681 eV. The LUMO energy comes out at 0.6674 eV.

Atomic partial charges in e from the Löwdin method, atoms 1 to 6: atom 1 (C): -0.05, atom 2 (C): -0.05, atom 3 (C): -0.02, atom 4 (N): -0.18, atom 5 (C): -0.56, atom 6 (C): -0.47

---

4.
Computed, not measured: a gas-phase ion, C5H11N3O (charge +2) in a non-equilibrium geometry, with ωB97M-V/def2-TZVPD.

XYZ file:
```
20
Properties=species:S:1:pos:R:3:forces:R:3
C 0.4672 0.0180 -2.2177 2.33 0.59 -0.37
C -1.0789 0.3238 -0.6593 0.49 0.26 -0.80
C 0.0810 -0.4066 -0.0680 3.49 1.98 2.68
C -0.1286 -1.5777 0.8159 1.05 -1.54 0.63
C 1.4062 0.9756 1.8851 -3.40 -0.34 -0.45
N -0.7124 0.6228 -1.9265 -0.35 1.60 -2.13
N 0.9671 -0.6233 -1.2102 -5.69 3.07 -0.50
N -2.1658 0.6491 -0.0931 -0.76 2.19 -2.50
O 0.8950 0.8435 0.5189 -1.49 -1.54 -1.71
H 1.1057 0.2363 -3.1025 -1.11 -0.46 0.16
H 0.6988 -2.3840 0.7161 -1.28 1.49 0.11
H -1.0488 -2.0253 0.4830 -0.45 -0.64 0.14
H -0.2099 -1.3391 1.8960 0.00 0.12 -0.70
H 2.3657 1.3346 1.8019 2.11 1.21 -0.44
H 1.5095 -0.0009 2.2987 -0.34 -0.58 0.92
H 0.6979 1.6971 2.3554 0.88 -0.88 0.31
H -1.1348 1.3058 -2.6412 0.44 -1.31 1.62
H 1.6060 -1.2992 -1.2192 3.84 -3.14 -0.13
H -2.4363 0.3169 0.7440 -0.46 -1.80 4.00
H -2.8845 1.3328 -0.3772 0.70 -0.28 -0.82
```
Positions in Å, forces in eV/Å.

The maximum force is 6.48 eV Å⁻¹. The value obtained for the HOMO energy is -18.496 eV. As for the net charge: +2. The LUMO energy comes out at -10.0348 eV.

Atomic partial charges in e from the Löwdin method, atoms 1 to 6: atom 1 (C): 0.07, atom 2 (C): -0.16, atom 3 (C): -0.30, atom 4 (C): 0.04, atom 5 (C): 0.01, atom 6 (N): 0.22

---

5.
Computed, not measured: 2 unconnected molecules or ions with the total composition C5H11N3O3S in a non-equilibrium geometry, with ωB97M-V/def2-TZVPD.

XYZ file:
```
23
Properties=species:S:1:pos:R:3:forces:R:3
C 2.3873 0.3327 1.3159 -0.40 -2.55 -2.91
C -0.2745 -0.4569 -1.1363 0.41 2.80 -2.61
C 0.4617 -1.5909 -1.7167 -0.06 1.58 -1.50
C 0.2757 0.9196 -1.5514 0.52 -2.49 5.27
C -1.7670 -1.8782 0.0889 1.44 1.06 0.29
N 2.3301 1.2581 2.0841 -0.49 2.10 2.48
N -1.2636 -0.5681 -0.2734 -1.85 0.34 1.34
N 1.4355 2.2468 2.3976 -1.75 -1.82 -2.43
O 2.6011 -0.6317 0.6533 -0.20 1.84 1.51
O -1.1317 1.3611 1.6756 0.59 0.30 1.07
O -2.5803 1.9583 -0.1764 -0.27 0.06 -0.04
S -2.2530 0.9722 0.8213 1.15 -1.08 -1.80
H -0.1807 -2.2745 -2.2647 0.10 -0.03 -0.66
H 0.9473 -2.1610 -1.0153 1.29 -1.61 2.02
H 1.2693 -1.0710 -2.2890 -0.70 -1.12 -0.18
H 0.7345 1.0143 -2.4515 1.17 -0.30 -2.81
H 1.2003 0.8444 -0.7569 -1.25 1.47 -1.25
H -0.3370 1.7767 -1.3933 -0.51 0.46 0.56
H -0.9749 -2.2893 0.7002 -0.03 -0.90 0.31
H -2.6053 -1.6838 0.6873 -1.35 -0.24 0.96
H -2.0236 -2.5491 -0.7108 -0.10 -0.11 -0.63
H 0.4312 2.1003 1.9238 1.68 0.22 0.47
H 1.3176 2.3702 3.3875 0.62 0.02 0.54
```
Positions in Å, forces in eV/Å.

The maximum force is 5.85 eV Å⁻¹. As for the spin multiplicity: 3. The value obtained for the HOMO energy (spin up / spin down) is -4.157 / -8.155 eV. The LUMO energy (spin up / spin down) comes out at 0.0949 / -4.6970 eV.

Atomic partial charges in e from the Löwdin method, atoms 1 to 6: atom 1 (C): -0.27, atom 2 (C): -0.44, atom 3 (C): -0.07, atom 4 (C): -0.03, atom 5 (C): -0.12, atom 6 (N): 0.07

---

6.
Computed, not measured: C5H11N3Si in the gas phase in a non-equilibrium geometry, with ωB97M-V/def2-TZVPD.

XYZ file:
```
20
Properties=species:S:1:pos:R:3:forces:R:3
C -2.8425 0.6514 -0.4685 -1.30 1.39 -1.83
C -2.8782 -0.5754 0.1854 -5.77 -1.01 -1.73
C 1.2885 1.9320 0.5175 -2.63 -1.54 -4.53
C 1.1117 -0.7006 -1.5172 -0.57 2.90 0.84
C 1.5557 -1.3865 1.3829 -1.44 2.18 -0.23
N -1.6113 1.1165 -0.4006 -2.65 3.92 -2.94
N -1.6580 -0.8683 0.5896 2.95 -4.01 2.94
N -0.9405 0.1560 0.2454 3.97 -2.10 2.67
Si 0.8238 -0.0230 0.2279 0.77 1.56 -0.13
H -3.5914 1.1175 -1.1719 0.84 -0.49 1.40
H -3.7150 -1.3745 0.2000 1.55 1.70 0.04
H 1.6663 2.3211 -0.5011 -0.87 -0.84 0.76
H 0.3006 2.4839 0.5997 1.47 -0.50 0.69
H 2.1387 2.1933 1.0082 1.81 0.70 2.70
H 2.1561 -0.5283 -1.6829 0.69 -1.02 -0.54
H 0.6016 -1.6115 -1.4970 0.24 -2.11 -0.13
H 0.5540 -0.1249 -2.2496 0.04 0.47 -0.10
H 0.8675 -1.4580 2.2693 1.35 -0.12 -0.52
H 1.5778 -2.2682 0.7893 -0.26 -0.94 -0.26
H 2.5946 -1.0524 1.4736 -0.19 -0.15 0.90
```
Positions in Å, forces in eV/Å.

The maximum force is 6.11 eV Å⁻¹. As for the spin multiplicity: 3. The value obtained for the HOMO energy (spin up / spin down) is -5.019 / -9.756 eV. The LUMO energy (spin up / spin down) comes out at 0.8944 / -2.9322 eV.

Atomic partial charges in e from the Löwdin method, atoms 1 to 6: atom 1 (C): -0.16, atom 2 (C): -0.13, atom 3 (C): -0.16, atom 4 (C): -0.17, atom 5 (C): -0.17, atom 6 (N): 0.03

---

What is the maximum force in the third record? 0.47 eV Å⁻¹